Computed, not measured: a 2-piece molecular cluster, C9H16NO overall, with wB97M-V/def2-TZVPD.

Computed properties:
charge	+1
E	-482.206113	Eh
HOMO	-0.3987	Eh
spin multiplicity	1
relative energy (zero: lowest compared OMol25 entry of this formula, charge and spin)	2.360	eV

Each line ends with the Mulliken charge.
Cartesian coordinates (Å):
C -2.965 1.786 0.457  -1.30
C 0.517 2.436 -1.003  -0.64
C -0.877 2.335 -0.936  -0.28
C 1.169 1.492 -0.102  0.89
C -1.598 1.467 -0.134  0.21
C 0.477 0.485 0.573  -1.19
C -0.896 0.380 0.409  -0.20
O 2.510 1.574 -0.285  -0.53
H 1.096 3.304 -1.176  0.39
H -1.371 3.068 -1.602  0.31
H 3.054 1.552 0.510  0.32
H 0.912 -0.222 1.246  0.63
H -3.429 2.689 0.067  0.38
H -2.795 1.905 1.516  0.32
H -1.349 -0.548 0.716  0.40
H -3.660 0.959 0.233  0.32
C 0.594 -2.849 -0.167  0.64
C -0.791 -3.452 -0.282  -1.27
N 1.502 -3.408 0.930  -0.28
H 1.169 -2.860 -1.177  0.27
H 0.528 -1.779 -0.008  -0.65
H -1.443 -3.137 0.548  0.42
H -0.795 -4.562 -0.495  0.38
H 2.083 -4.204 0.642  0.38
H 2.061 -2.670 1.442  0.34
H 0.842 -3.945 1.514  0.38
H -1.179 -2.899 -1.152  0.35